# C2HO2S2

2 unconnected molecules or ions with the total composition C2HO2S2 at a distorted geometry (ωB97M-V with the def2-TZVPD basis set, the OMol25 dataset).

Results
Energy above the lowest of the compared OMol25 structures with the same formula, charge and spin   59.8 kcal per mole
HOMO energy   -4.20 eV
E_tot   -27854.391 eV
Net charge   -1
Kohn-Sham gap   7.51 eV
Max |F|   4.811 eV/Å

Geometry (Å):
C: 0.16233 1.10700 0.64165
C: -0.22696 -0.44137 -0.14635
O: -0.80033 1.67445 1.15192
O: 1.35384 1.14467 0.62319
S: 0.18526 -0.60255 -1.90916
S: 0.97902 -1.63370 -0.33785
H: -1.65316 -1.24851 -0.02340

Atomic forces in eV per Å
-2.471 -2.031 0.634
-4.781 -0.375 0.379
0.520 0.015 -0.673
2.029 1.134 -0.068
-0.106 0.294 -0.421
1.390 -1.387 0.186
3.420 2.348 -0.038